Here is a molecular structure, C32H39CuN5 in a non-equilibrium geometry from the OMol25 dataset. Energies are from wB97M-V/def2-TZVPD.

Summary:
Total energy: -85901.403 eV
Total charge: -2
Spin multiplicity: 2

Atoms and positions in Å:
Cu -0.14994 0.23402 0.09416
N 1.00253 -2.48469 3.91298
N -0.13243 -2.39050 -1.10857
C 1.11261 1.80176 0.27075
C 2.21204 0.96546 0.68079
C 2.01780 0.60428 2.03266
C 2.95811 -0.12633 2.91407
H 3.91657 -0.28730 2.41082
H 2.55315 -1.10645 3.22040
H 3.15781 0.43907 3.83576
C 0.79749 1.14350 2.48265
C 0.29437 0.94843 3.86015
H 1.09338 1.12319 4.59683
H -0.03070 -0.09618 4.00802
H -0.53863 1.61920 4.10016
C 0.20813 1.89309 1.41541
C -0.83582 2.94315 1.54243
H -1.64520 2.65216 2.21934
H -1.28128 3.15918 0.56513
H -0.41565 3.88678 1.93323
C 3.42568 0.70190 -0.12660
H 4.22931 1.42483 0.09511
H 3.20583 0.77743 -1.19951
H 3.81904 -0.30358 0.07852
C 1.10092 2.72177 -0.89786
H 0.10898 3.16704 -1.03952
H 1.35457 2.17613 -1.81589
H 1.82603 3.54431 -0.77785
C -0.11984 -2.75526 4.54176
H -0.29581 -2.22714 5.47073
C -1.10222 -3.64551 4.05904
H -1.91308 -3.91028 4.72370
C -0.97834 -4.11867 2.75691
H -1.80392 -4.67431 2.30296
C 0.19672 -3.88898 2.06096
H 0.38243 -4.29081 1.05247
C 1.29757 -3.26720 2.78595
C 2.62756 -3.52030 2.90749
H 3.45227 -3.62346 2.16113
C -0.18911 -1.09588 -1.33868
C 0.50156 -3.01645 -2.13969
H 0.84709 -4.04569 -2.08004
C 0.55576 -2.14818 -3.19781
H 0.87292 -2.30895 -4.20639
N 0.11184 -0.92717 -2.70674
C 0.09068 0.27654 -3.44162
C 1.16421 0.62507 -4.28170
C 1.04695 1.79117 -5.05871
H 1.86401 2.06798 -5.73257
C -0.08153 2.61097 -4.99661
C -0.23431 3.79662 -5.89879
H -0.76737 4.61243 -5.40470
H -0.81147 3.53801 -6.79323
H 0.73071 4.17622 -6.24018
C -1.07370 2.29751 -4.06835
H -1.93488 2.95940 -3.95356
C -1.00971 1.12801 -3.30120
C -2.09814 0.77537 -2.34714
H -2.48486 -0.24519 -2.48037
H -2.92953 1.48159 -2.44881
H -1.74113 0.86039 -1.30110
C 2.44139 -0.15296 -4.29073
H 2.31767 -1.18513 -4.64292
H 2.90037 -0.17422 -3.28844
H 3.15443 0.32805 -4.97322
C -4.40800 -0.32192 3.44852
N -3.45328 -0.65595 2.40677
C -3.55544 -1.69857 1.49217
C -2.44947 -1.61006 0.69154
N -1.72257 -0.49772 1.06246
C -2.32197 0.03073 2.12786
H -5.26934 0.22250 3.03404
H -4.76985 -1.23949 3.92642
H -3.91886 0.31247 4.19930
H -4.36801 -2.39320 1.46042
H -2.10726 -2.26603 -0.08462
H -2.00780 0.88198 2.72173


Here is a single C2H7N3OS molecule in a non-equilibrium geometry from the OMol25 dataset. Energies are from wB97M-V/def2-TZVPD.

Summary:
Total energy: -19538.549 eV
Total charge: 0
Spin multiplicity: 1
SMILES string: NC/C(=N/O)NS

Atoms and positions in Å:
N -0.49584 2.28182 -0.48759
C -0.08526 1.42744 0.63844
C 0.58945 0.16470 0.23508
N 1.85855 0.18068 0.06550
O 2.32204 -1.10335 -0.24224
N -0.18644 -0.96146 0.11020
S -1.87821 -0.90544 -0.13921
H 0.30996 2.41300 -1.08873
H -1.16750 1.84295 -1.07763
H 0.65961 1.93310 1.31072
H -0.97622 1.27463 1.28694
H 3.29387 -1.04007 -0.22516
H 0.30676 -1.77145 -0.15262
H -2.21040 -1.39842 1.05388


Here is 2 unconnected molecules or ions with the total composition C20H34IN2O3 in a non-equilibrium geometry from the OMol25 dataset. Energies are from wB97M-V/def2-TZVPD.

Summary:
Total energy: -38504.813 eV
Total charge: +1
Spin multiplicity: 1

Atoms and positions in Å:
C -4.02122 0.77736 -4.81358
C -2.77484 -0.08224 -4.90089
C -2.34566 -0.50385 -6.27422
C -2.08507 -0.45540 -3.79768
C -1.68442 0.56583 -2.74909
C -1.03861 -0.08440 -1.52354
C -0.03035 0.77054 -0.72211
C -0.22324 2.28577 -0.85748
C -0.16080 0.36877 0.75941
C 0.78509 1.09917 1.74285
C 0.10412 2.03820 2.68486
C -0.02215 3.41619 2.38573
N -0.60737 4.29880 3.14534
N -1.07911 3.81998 4.28975
C -1.00477 2.56674 4.71541
C -1.56260 2.24643 6.07481
C -2.20252 0.87192 6.20922
O -2.05800 0.21887 7.18318
I -3.46237 0.16825 4.62631
C -0.40704 1.61584 3.89485
H -4.47713 0.63050 -3.83602
H -4.72478 0.45252 -5.57757
H -3.83887 1.85199 -4.92111
H -1.57426 -1.27177 -6.20700
H -3.15503 -0.89721 -6.89716
H -1.93754 0.36791 -6.79016
H -1.80353 -1.49814 -3.66582
H -2.59919 1.07961 -2.42369
H -1.03158 1.27707 -3.24863
H -1.80414 -0.50144 -0.86538
H -0.48529 -0.95354 -1.89416
H 0.99119 0.50161 -1.00122
H -0.35486 2.63009 -1.87729
H 0.68228 2.78366 -0.49516
H -1.03519 2.62631 -0.20929
H -1.20939 0.42911 1.06375
H 0.10162 -0.69118 0.79350
H 1.59103 1.63235 1.23663
H 1.27297 0.34266 2.36016
H 0.39113 3.79430 1.46096
H -1.53442 4.51133 4.87460
H -2.35457 2.96986 6.29572
H -0.78311 2.37770 6.82651
H -0.34840 0.58162 4.20103
C 3.59800 -5.17291 -0.03514
O 4.51142 -4.17726 -0.46138
C 3.97209 -3.28298 -1.41778
C 3.60272 -1.95886 -0.78995
O 2.51987 -2.09167 0.12535
C 2.92825 -2.10005 1.47908
H 4.04198 -5.67844 0.82031
H 2.64024 -4.74058 0.26652
H 3.43021 -5.90848 -0.82796
H 3.10352 -3.72350 -1.91675
H 4.74346 -3.10702 -2.17342
H 3.27961 -1.27046 -1.57731
H 4.47409 -1.52192 -0.29311
H 3.25425 -1.09582 1.78063
H 3.73655 -2.81014 1.66421
H 2.06570 -2.38961 2.08042


Here is a molecular structure, C35H56Br24ClNO4PS in a non-equilibrium geometry from the OMol25 dataset. Energies are from wB97M-V/def2-TZVPD.

Summary:
Total energy: -1760520.746 eV
Total charge: +1
Spin multiplicity: 1

Atoms and positions in Å:
C 1.67427 1.64616 2.95581
C 1.53273 0.25122 2.68698
C 1.13578 -1.34607 2.38692
C -0.40681 -1.55652 2.87175
C -0.41166 -2.46978 4.27334
C -1.45309 -2.10921 1.74572
C -2.51754 -0.89546 1.42984
C -3.51824 -1.16036 0.16302
C -4.19864 -2.64816 0.09928
C -4.12829 -3.11201 -1.50623
S -5.20615 -2.05681 -2.62599
O -6.68254 -2.11366 -2.13710
O -5.07454 -2.67451 -4.06278
O -4.74033 -0.41295 -2.71920
C -0.77933 -2.80042 0.42382
N 0.72510 -2.96106 0.47465
P 1.24480 -4.33141 1.52286
O -0.08950 -5.05011 2.37743
Cl 2.07042 -5.80462 0.16798
C 1.44067 -1.64527 0.80695
C 0.83683 -0.34936 -0.03708
C -0.01568 0.44675 -0.86053
C 3.06015 -1.77262 0.59698
C 3.70382 -0.79316 -0.54687
C 4.05020 0.74474 0.00599
C 4.58246 1.75423 -1.17883
C 3.92662 3.28634 -1.08357
C 2.29802 3.30332 -1.26630
C 1.58018 4.71716 -0.75046
C 0.08254 4.73036 -1.42058
C -1.12898 4.28456 -0.38192
C -2.49680 5.04794 -0.95519
C -3.76681 4.98560 0.07936
C -3.98879 3.53935 0.82039
C -3.22521 3.48842 2.29007
H 1.42557 2.81258 2.90375
H 1.92189 -1.96586 3.03760
H -0.80769 -0.48820 3.22358
H 0.65983 -2.80324 4.60519
H -1.12126 -3.39946 4.20207
H -0.84015 -1.79991 5.15886
H -2.09292 -2.96568 2.27790
H -1.97820 0.16335 1.32232
H -3.20157 -0.79026 2.39727
H -2.86846 -1.02910 -0.82635
H -4.33070 -0.28831 0.10413
H -5.33620 -2.62735 0.38125
H -3.63667 -3.48545 0.69185
H -3.00187 -2.98116 -1.87128
H -4.44883 -4.24277 -1.65033
H -5.11453 0.11934 -1.93691
H -1.08440 -2.27999 -0.60665
H -1.22165 -3.90559 0.32814
H 1.02944 -3.18985 -0.51955
H 0.12015 -5.05855 3.37065
H -0.67047 0.98424 -1.70156
H 3.58296 -1.53377 1.64290
H 3.42974 -2.87580 0.32908
H 4.77383 -1.25390 -0.80966
H 3.11937 -0.78276 -1.57472
H 4.97640 0.59410 0.74365
H 3.19409 1.20236 0.65898
H 4.35324 1.25194 -2.21063
H 5.74932 1.89542 -1.04138
H 4.37856 3.86308 -2.02553
H 4.32188 3.79347 -0.10607
H 1.96516 3.01008 -2.37268
H 1.87424 2.46885 -0.52604
H 1.44078 4.57083 0.42280
H 2.22200 5.67047 -0.97066
H 0.00394 3.97346 -2.33849
H -0.17274 5.81458 -1.77886
H -0.89853 4.53958 0.73677
H -1.38225 3.12078 -0.45690
H -2.86048 4.59335 -1.98124
H -2.19482 6.18650 -1.05374
H -4.74252 5.16896 -0.58363
H -3.75807 5.85540 0.88895
H -5.15148 3.45439 1.07012
H -3.74184 2.62797 0.12818
H -2.44307 4.36153 2.35717
H -4.00506 3.67508 3.15795
H -2.75010 2.41195 2.38296
C 2.40861 -3.08073 -4.35463
Br 2.03747 -3.91296 -2.63594
Br 1.08956 -1.72234 -4.80096
Br 4.22302 -2.38532 -4.44548
H 2.32866 -3.86570 -5.11387
C -2.71457 -0.75080 -5.83369
Br -1.92159 0.49010 -4.56262
Br -4.33791 -0.03281 -6.62964
Br -1.43577 -1.31872 -7.18500
H -3.00284 -1.64458 -5.27059
C -1.73286 7.59594 3.89915
Br -3.44099 6.94385 4.56348
Br -0.49891 6.13983 3.52310
Br -1.95381 8.77184 2.36541
H -1.28612 8.19495 4.69956
C -2.11457 -4.72628 7.44827
Br -1.32159 -3.48538 8.71934
Br -3.73791 -4.00828 6.65232
Br -0.83577 -5.29420 6.09696
H -2.40284 -5.62006 8.01137
C 4.18543 -0.10103 -7.71483
Br 4.97841 1.13986 -6.44377
Br 2.56209 0.61696 -8.51079
Br 5.46423 -0.66896 -9.06615
H 3.89716 -0.99482 -7.15174
C 2.37957 -8.03109 -3.15911
Br 0.95927 -7.29459 -4.26571
Br 2.69788 -9.91074 -3.54627
Br 4.01187 -6.98020 -3.28210
H 2.03871 -7.97191 -2.12020
C -2.36505 7.66996 8.58037
Br -4.09085 8.51043 8.26501
Br -2.34201 5.81832 7.98435
Br -0.90677 8.69800 7.80546
H -2.20800 7.65900 9.66399
C 8.04618 -5.49253 -3.73581
Br 8.89936 -4.47927 -5.16046
Br 9.34455 -6.46223 -2.65960
Br 6.89163 -4.37242 -2.64206
H 7.40560 -6.24039 -4.21476


> Look up the spin multiplicity of the fourth one.

1